Below is C3H3NO2S in the gas phase at a distorted geometry, with properties calculated with wB97M-V/def2-TZVPD.

Atoms and positions in Å:
C1 -0.2905 1.2098 -0.0063
S1 0.7257 -1.2709 0.4877
H1 -0.4515 -1.7159 -1.5795
H2 -1.1034 1.6950 0.5516
O1 -1.6944 0.5139 -1.8899
O2 1.3607 1.1680 1.7118
C2 0.7520 0.5783 0.8492
H3 -0.0987 2.1913 -0.6648
N1 -0.6898 -1.0678 -0.5320
C3 -0.8716 0.2425 -1.0033

## Properties
- energy relative to the best compared isomer or geometry (same formula, charge and spin) (eV) = 2.535
- frontier orbital gap (eV) = 9.5
- SMILES = O=C1CC(=O)SN1
- spin multiplicity = 1
- LUMO (Eh) = -0.0046
- HOMO (hartree) = -0.3532

Partial charges, Mulliken, in e: C -0.360; S -0.017; H 0.376; H 0.269; O -0.574; O -0.487; C 0.439; H 0.291; N -0.346; C 0.410

---

Below is a molecular structure, C35H68BInN10O2P, with properties calculated with wB97M-V/def2-TZVPD.

Atoms and positions in Å:
C1 1.3832 -2.9231 1.8752
H1 -2.7182 4.1591 4.1363
O1 1.4722 0.3410 -1.2741
P1 1.8442 0.1438 -2.7451
H2 4.6770 3.0480 2.4376
C2 3.6200 1.2238 3.9695
C3 -1.3795 -1.0105 -2.3990
C4 1.7023 -5.0780 0.6858
H3 5.1112 -0.9087 3.5654
C5 1.0284 1.4903 -3.7238
H4 -1.3602 -1.1634 -3.4789
H5 -1.0004 -2.7682 6.9853
C6 -3.7815 -0.2980 -2.4510
H6 4.0161 -0.2269 -0.8857
H7 1.7400 1.7698 2.9729
H8 -4.9183 -1.7402 0.1316
N1 -1.7935 -0.8944 0.4299
H9 1.9079 -5.6108 1.6120
H10 2.1902 -1.3485 5.6227
O2 1.5513 -1.1024 -3.4825
C7 3.6498 0.5148 -2.8147
H11 1.1255 -1.3354 7.0291
H12 -1.7236 3.8528 -0.3970
C8 5.0020 -0.2431 2.7089
N2 -0.8047 0.9630 2.7647
H13 0.9404 -2.9541 -0.9175
C9 -1.8769 1.2076 5.7599
H14 2.2369 -5.5854 -0.1168
H15 1.2130 5.1686 -0.4209
H16 5.9241 -0.3114 2.1285
C10 1.9786 -2.9232 -0.5716
In1 0.2551 -0.3150 0.3042
C11 3.7578 -0.6343 1.8682
H17 -3.5413 0.7286 -2.1618
H18 -0.0283 5.3708 0.8053
H19 -1.0038 0.5677 5.8427
N3 0.4728 0.8431 -4.9683
C12 4.7862 2.0311 2.0598
C13 -2.7692 -1.2779 -1.8503
H20 3.6856 0.5331 4.8110
H21 -1.6281 -1.5648 5.8782
H22 1.1177 2.7204 -0.2088
H23 -3.7091 2.7014 4.1839
H24 1.8388 -4.1173 3.6769
H25 0.8101 -3.3496 5.6235
C14 -2.9055 3.2384 4.6864
C15 -1.0879 -2.5045 5.9315
C16 -2.8256 -1.2216 -0.3522
C17 0.4678 -2.4079 3.8395
C18 -3.9294 -1.4565 0.4487
C19 0.3137 -2.4182 5.3409
H26 -1.6764 -3.2807 5.4452
C20 -4.7620 0.1187 3.4282
H27 5.7316 1.9883 1.5163
N4 4.8534 1.1207 3.1919
H28 -1.8102 -0.6888 3.9547
H29 -5.4004 -1.6703 2.4724
H30 -3.0605 -2.2913 -2.1405
H31 3.2018 -1.4452 2.3382
H32 3.5537 2.2310 4.3809
N5 2.8401 0.5101 1.7111
H33 -0.8776 3.0012 5.2758
C21 -1.0633 2.1097 3.4362
H34 4.3872 -1.3126 -2.0885
H35 -3.2553 3.5107 5.6814
H36 0.9502 1.1439 -5.8205
H37 -2.7335 0.5987 5.4747
H38 2.3035 -1.8758 -0.5272
H39 -5.0055 -2.5337 4.5944
H40 -1.0963 0.0370 -2.2154
H41 4.0193 0.2687 -3.8100
H42 0.2060 1.8970 -3.1395
H43 1.5545 4.7407 1.2588
H44 3.8555 1.5638 -2.6032
H45 -4.7923 -0.5090 -2.1084
H46 -3.4251 -1.7942 4.7575
C22 0.2912 3.3107 0.2068
C23 1.1482 -1.2802 5.9412
H47 5.3921 -0.0344 -1.7887
H48 -0.6188 -1.6841 -1.9934
H49 -5.4252 0.0828 4.2924
H50 -0.5635 3.8550 -1.7154
N6 4.4089 -0.3198 -1.8337
C24 -0.8595 3.3277 -0.8055
H51 -1.1947 2.3162 -1.0653
C25 2.3957 0.9033 3.0718
N7 -2.2134 -0.9121 1.7483
H52 -3.6488 -3.1725 3.6705
H53 3.9260 1.3959 0.1367
C26 -3.5270 -1.2456 1.7571
N8 -0.2267 1.3000 1.5630
C27 2.1398 -3.6112 0.7747
C28 3.5852 1.6513 1.1508
H54 2.5703 -3.4257 -1.3382
H55 -2.0841 1.6106 6.7508
C29 -0.1647 2.6315 1.4635
H56 -3.7809 -0.3668 -3.5393
C30 -4.4777 -1.2957 2.9207
N9 0.0034 -1.5344 2.9090
C31 -0.6440 3.1749 2.6356
H57 4.0554 -1.0020 0.8737
H58 1.8036 0.0823 3.4770
H59 -5.2363 0.7306 2.6603
H60 3.1990 -3.5909 1.0521
C32 1.3264 -3.2955 3.2063
H61 -3.8374 0.6084 3.7300
C33 0.7903 4.7269 0.4813
H62 -0.5218 1.0404 -5.0959
C34 -4.1051 -2.2563 4.0478
H63 0.6023 -0.1859 -4.8578
H64 2.8928 2.4867 1.0411
H65 1.6843 2.3130 -4.0024
H66 0.7677 -0.3014 5.6459
B1 -1.2442 -0.5467 2.9378
H67 0.6320 -5.1478 0.4857
N10 0.6079 -1.8505 1.7060
H68 -0.7127 4.2176 2.8929
C35 -1.6438 2.3712 4.8105

## Properties
- energy relative to the best compared isomer or geometry (same formula, charge and spin) (eV) = 0.547
- frontier orbital gap (eV) = 7.2
- spin multiplicity = 1
- LUMO (Eh) = -0.2847
- net charge = +3
- HOMO (hartree) = -0.5487

Atomic partial charges in e from the Mulliken method, atoms 1 to 99: C -0.949; H 0.427; O -0.612; P 1.281; H 0.368; C -1.068; C -0.501; C -1.603; H 0.430; C -0.718; H 0.701; H 0.594; C -1.528; H -0.850; H -0.219; H 0.667; N 0.306; H 0.423; H 0.298; O -1.008; C -0.666; H 0.513; H 0.343; C -1.221; N 1.424; H -0.012; C -1.290; H 0.440; H 0.447; H 0.275; C -0.358; In 0.781; C 0.863; H 0.276; H 0.389; H -0.022; N -0.169; C -1.007; C 0.435; H 0.288; H -0.046; H -1.071; H 0.220; H 0.708; H 0.532; C -1.426; C -1.395; C -0.632; C 0.610; C -0.997; C 0.254; H 0.325; C -1.417; H 0.333; N -0.111; H -0.724; H 0.692; H 0.531; H -0.214; H 0.426; N 1.431; H 0.666; C 0.223; H 0.494; H 0.478; H 0.386; H 0.181; H -0.822; H 0.542; H -0.475; H 0.455; H -0.074; H 0.393; H 0.474; H 0.443; H 0.057; C 2.252; C -1.294; H 0.456; H -0.073; H 0.458; H 0.445; N 0.095; C -1.365; H 0.094; C 0.172; N 0.767; H 0.323; H -0.472; C 0.092; N 0.154; C 0.862; C 0.655; H 0.743; H 0.575; C -0.713; H 0.458; C 0.051; N 0.640

---

Below is C25H27N3O3 in the gas phase, with properties calculated with wB97M-V/def2-TZVPD.

Atoms and positions in Å:
C1 3.0861 2.1985 0.4583
H1 0.9279 -2.5200 -3.0636
C2 -5.6025 0.7615 0.9781
C3 4.0860 2.9898 -0.1025
H2 -1.7211 -3.3657 1.5317
C4 -2.3753 2.2165 -1.0550
C5 1.7285 -1.0065 0.4435
C6 2.4063 -0.0509 1.4673
C7 2.7395 -1.9794 -0.1705
H3 2.8157 -3.4927 -1.7070
H4 3.1434 -2.6209 0.6138
H5 0.2523 0.4095 -0.2278
H6 3.5560 -1.4075 -0.6151
C8 -1.5029 1.3210 -1.6047
C9 1.4599 -1.9367 -2.3104
C10 0.7224 -1.7794 1.2956
H7 1.0858 2.2865 1.2932
C11 5.3780 2.5303 -0.2605
H8 1.2175 2.8384 -0.3726
H9 -3.0352 -1.6019 -0.8017
H10 1.6217 0.4994 1.9876
O1 -1.1923 -1.8387 -2.9565
C12 -2.8328 -0.5433 -0.8419
C13 -1.2295 -1.5650 2.5980
O2 -0.3528 -1.0414 1.5930
H11 -6.0543 2.8653 1.3129
C14 5.7022 1.2560 0.1716
H12 -0.6466 1.6689 -2.1650
H13 2.9171 -0.6760 2.2041
H14 -6.4525 0.3744 1.5241
C15 -1.7153 -0.0699 -1.4776
C16 4.7224 0.4611 0.7326
H15 1.3024 -3.4567 -0.7963
N1 -4.7995 -0.1178 0.4440
C17 -2.2373 -2.5646 2.0544
H16 2.2432 -1.3438 -2.7995
H17 1.8024 0.4660 -1.1111
C18 -5.3779 2.1499 0.8641
H18 4.9828 -0.5244 1.0906
H19 -2.2342 3.2821 -1.1492
C19 3.4063 0.8998 0.8653
C20 -0.7858 -1.0603 -2.1128
C21 -3.5000 1.7542 -0.3414
H20 -0.6140 -2.0400 3.3698
C22 2.0776 -2.8353 -1.2463
C23 -3.7333 0.3538 -0.2377
H21 6.7123 0.8864 0.0784
H22 6.1299 3.1663 -0.7031
H23 1.8221 3.8458 0.9331
N2 0.5026 -1.0329 -1.7058
N3 -4.3481 2.6371 0.2268
C24 1.0451 -0.1932 -0.6669
H24 -2.9351 -2.0795 1.3791
H25 -2.7935 -2.9922 2.8841
O3 0.9206 -2.8787 1.7408
C25 1.7228 2.8166 0.5927
H26 3.8358 3.9929 -0.4183
H27 -1.7323 -0.6878 3.0115

## Properties
- energy relative to the best compared isomer or geometry (same formula, charge and spin) (eV) = 0.265
- frontier orbital gap (eV) = 8.7
- SMILES = CCOC(=O)[C@@]1(Cc2ccccc2C)CCCN(C(=O)c2ccc3nccnc3c2)C1
- spin multiplicity = 1
- LUMO (Eh) = -0.0140
- HOMO (hartree) = -0.3329

Partial charges, Mulliken, in e: C 1.284; H 0.553; C -0.337; C -0.614; H 0.282; C -0.899; C 3.352; C -2.172; C -1.388; H 0.479; H 0.268; H 0.689; H 0.539; C 0.277; C -1.062; C -0.723; H 0.202; C -0.670; H 0.286; H 0.680; H 0.449; O -0.684; C -0.197; C -0.479; O -0.160; H 0.407; C -0.731; H 0.543; H 0.746; H 0.429; C 0.195; C -0.621; H 0.344; N -0.612; C -0.915; H 0.324; H 0.291; C -0.290; H 0.493; H 0.499; C 0.631; C 0.245; C 0.528; H 0.374; C -0.645; C 0.168; H 0.397; H 0.390; H 0.625; N 0.329; N -0.664; C -2.188; H 0.093; H 0.426; O -0.624; C -1.962; H 0.445; H 0.375

---

Below is 5 unconnected molecules or ions with the total composition C5H5Cl15 at a distorted geometry, with properties calculated with wB97M-V/def2-TZVPD.

Atoms and positions in Å:
H1 5.4392 12.3264 6.6982
C1 10.0361 10.5584 8.7389
Cl1 4.4942 7.7458 9.0960
Cl2 13.2322 7.0081 6.1766
Cl3 7.4463 12.8271 7.5444
Cl4 10.4428 4.8520 9.5435
H2 9.3564 6.7524 10.1078
Cl5 6.7712 8.4469 10.7824
C2 6.0128 11.8103 7.3942
Cl6 8.5596 5.2294 11.7709
Cl7 11.8398 10.3400 8.8028
Cl8 5.1751 11.5959 8.8765
H3 9.9254 11.5445 8.2977
H4 5.6932 6.4385 10.7050
C3 13.4851 8.2678 4.9793
Cl9 9.3961 9.3694 7.5711
Cl10 7.0181 6.4767 8.7118
Cl11 9.3195 10.4557 10.2353
Cl12 12.7635 7.9157 3.4255
C4 9.7519 6.0262 10.8105
C5 5.9577 7.1598 9.8756
Cl13 6.4590 10.3378 6.6028
Cl14 11.1216 6.7264 11.7248
Cl15 15.2698 8.7255 4.8617
H5 13.1018 9.2126 5.3250

## Properties
- energy relative to the best compared isomer or geometry (same formula, charge and spin) (eV) = 0.720
- frontier orbital gap (eV) = 11.2
- SMILES = ClC(Cl)Cl.ClC(Cl)Cl.ClC(Cl)Cl.ClC(Cl)Cl.ClC(Cl)Cl
- spin multiplicity = 1
- LUMO (Eh) = 0.0117
- HOMO (hartree) = -0.4012

Partial charges, Mulliken, in e: H 0.324; C 0.044; Cl -0.118; Cl -0.087; Cl -0.144; Cl -0.156; H -0.213; Cl -0.085; C 0.009; Cl -0.088; Cl -0.147; Cl -0.087; H 0.234; H 0.319; C 0.129; Cl -0.085; Cl -0.078; Cl -0.060; Cl -0.108; C 0.556; C -0.015; Cl -0.087; Cl -0.122; Cl -0.156; H 0.221

---

Q: Which of these has the lowest HOMO?
A: C35H68BInN10O2P

---

Repeat the fourth record exactly.
Below is 5 unconnected molecules or ions with the total composition C5H5Cl15 at a distorted geometry, with properties calculated with wB97M-V/def2-TZVPD.

Atoms and positions in Å:
H1 5.4392 12.3264 6.6982
C1 10.0361 10.5584 8.7389
Cl1 4.4942 7.7458 9.0960
Cl2 13.2322 7.0081 6.1766
Cl3 7.4463 12.8271 7.5444
Cl4 10.4428 4.8520 9.5435
H2 9.3564 6.7524 10.1078
Cl5 6.7712 8.4469 10.7824
C2 6.0128 11.8103 7.3942
Cl6 8.5596 5.2294 11.7709
Cl7 11.8398 10.3400 8.8028
Cl8 5.1751 11.5959 8.8765
H3 9.9254 11.5445 8.2977
H4 5.6932 6.4385 10.7050
C3 13.4851 8.2678 4.9793
Cl9 9.3961 9.3694 7.5711
Cl10 7.0181 6.4767 8.7118
Cl11 9.3195 10.4557 10.2353
Cl12 12.7635 7.9157 3.4255
C4 9.7519 6.0262 10.8105
C5 5.9577 7.1598 9.8756
Cl13 6.4590 10.3378 6.6028
Cl14 11.1216 6.7264 11.7248
Cl15 15.2698 8.7255 4.8617
H5 13.1018 9.2126 5.3250

## Properties
- energy relative to the best compared isomer or geometry (same formula, charge and spin) (eV) = 0.720
- frontier orbital gap (eV) = 11.2
- SMILES = ClC(Cl)Cl.ClC(Cl)Cl.ClC(Cl)Cl.ClC(Cl)Cl.ClC(Cl)Cl
- spin multiplicity = 1
- LUMO (Eh) = 0.0117
- HOMO (hartree) = -0.4012

Partial charges, Mulliken, in e: H 0.324; C 0.044; Cl -0.118; Cl -0.087; Cl -0.144; Cl -0.156; H -0.213; Cl -0.085; C 0.009; Cl -0.088; Cl -0.147; Cl -0.087; H 0.234; H 0.319; C 0.129; Cl -0.085; Cl -0.078; Cl -0.060; Cl -0.108; C 0.556; C -0.015; Cl -0.087; Cl -0.122; Cl -0.156; H 0.221

---

Q: The lowest LUMO belongs to which entry?
A: C35H68BInN10O2P